[1]
One molecule with the formula C2H3Cl2N at a distorted geometry. Source: OMol25; level of theory: ωB97M-V/def2-TZVPD.

Last column: natural (NBO) charge in e.
Positions of all 8 atoms, in Å:
H -1.23 -0.64 0.90  0.260
Cl -0.78 1.80 1.26  0.007
H 1.05 1.03 -0.86  0.184
N -0.04 -0.84 -1.27  -0.609
H 0.22 -1.09 -2.17  0.362
Cl 0.84 -0.60 1.98  -0.054
C 0.31 0.17 -0.67  0.146
C -0.36 0.16 0.84  -0.296

Summary:
Molecular weight (g mol⁻¹): 111.959
Net charge: 0
Relative energy (zero: lowest compared OMol25 entry of this formula, charge and spin) (eV): 0.679
Maximum force (hartree/bohr): 0.0731

---

[2]
One molecule with the formula C18H17BFN5O3 at a distorted geometry. Source: OMol25; level of theory: ωB97M-V/def2-TZVPD.

Last column: natural (NBO) charge in e.
Positions of all 45 atoms, in Å:
H -4.62 -0.35 1.99  0.233
O -4.92 -2.73 -3.11  -0.936
H 2.50 2.07 0.23  0.183
H 6.44 0.76 0.16  0.215
N -3.67 1.34 -0.86  -0.429
H -6.63 -1.27 -4.51  0.514
C 6.12 -3.09 0.42  -0.263
H 8.36 -0.59 0.01  0.226
N 3.83 -0.12 0.27  -0.615
H 3.81 0.81 -0.14  0.393
C 6.27 -0.28 0.17  -0.227
O -6.14 -0.73 -3.84  -0.914
B -5.43 -1.40 -2.81  1.164
C 0.22 -0.34 1.07  0.156
H -4.04 -2.96 -2.81  0.503
C 2.60 -0.63 0.73  0.681
C -2.10 3.85 0.67  -0.401
H 0.20 -1.35 1.49  0.227
H -1.30 4.17 0.03  0.229
C -4.18 0.52 -1.72  0.087
H -4.10 0.75 -2.79  0.186
N -0.89 0.35 1.11  -0.499
C -3.87 0.99 0.38  0.191
C -0.75 1.65 0.83  0.593
H -2.79 1.27 2.37  0.243
F 8.54 -3.16 0.38  -0.331
C 1.43 0.23 0.73  -0.313
C 7.40 -1.06 0.18  -0.275
H 6.14 -4.21 0.75  0.239
N -1.96 2.47 1.07  -0.405
C 5.05 -0.87 0.11  0.133
H -3.91 2.66 1.84  0.219
H -3.02 4.01 0.19  0.198
H -2.24 4.45 1.56  0.183
C 1.47 1.59 0.44  0.145
C -4.86 -0.65 -1.45  -0.427
C 4.99 -2.27 0.33  -0.217
C 7.37 -2.45 0.31  0.384
C -4.57 -0.10 0.85  -0.240
C -3.25 1.82 1.49  -0.252
O 2.49 -1.81 1.04  -0.617
N 0.37 2.31 0.44  -0.496
H -5.47 -1.88 0.08  0.210
C -4.96 -0.97 -0.15  -0.143
H 4.08 -2.80 0.48  0.267

Summary:
Molecular weight (g mol⁻¹): 381.176
Net charge: 0
Relative energy (zero: lowest compared OMol25 entry of this formula, charge and spin) (eV): 0.401
Maximum force (hartree/bohr): 0.0837